# 1
Formula: C4H10NO
Source: OMol25
Level of theory: ωB97M-V/def2-TZVPD

Atoms and positions in Å:
1 C -1.659 -1.150 0.044
2 C 0.656 -0.322 1.124
3 C -2.873 -0.371 -0.234
4 C 2.204 0.710 -0.823
5 N 1.497 0.756 0.514
6 O -0.542 -0.423 0.314
7 H -1.763 -2.064 0.535
8 H 1.355 -1.148 1.210
9 H -3.382 -0.402 0.678
10 H -3.638 -0.676 -0.936
11 H -2.630 0.632 -0.368
12 H 3.055 1.469 -0.858
13 H 2.676 -0.308 -1.034
14 H 1.594 0.914 -1.667
15 H 1.060 1.678 0.413
16 H 2.390 0.706 1.089

Summary:
Kohn-Sham gap (spin up / spin down) ... 0.3165 / 0.2661 Eh
Energy relative to the best compared isomer or geometry (same formula, charge and spin) ... 507.1 kJ/mol
Net charge ... +1
Lowest unoccupied orbital energy (spin up / spin down) ... -4.22 / -4.90 eV
Calculated total energy ... -7836.0614 eV
Maximum force ... 4.348 eV/A
Highest occupied orbital energy (spin up / spin down) ... -0.472 / -0.446 Eh

# 2
Formula: C14H14N2O2S2Tc
Source: OMol25
Level of theory: ωB97M-V/def2-TZVPD

Atoms and positions in Å:
1 C -0.729 -1.893 -2.495
2 C -1.753 -0.965 -2.901
3 C -2.636 -0.756 -1.796
4 C -2.145 -1.523 -0.687
5 C -0.987 -2.264 -1.118
6 Tc -0.673 -0.140 -1.253
7 N 2.096 0.738 -3.833
8 C 2.476 1.425 -4.808
9 C 0.547 0.986 -3.050
10 H -3.456 -0.054 -1.803
11 H -1.831 -0.525 -3.890
12 H -2.512 -1.540 0.325
13 H -0.461 -3.008 -0.559
14 H 0.079 -2.257 -3.105
15 H -0.030 0.944 -3.990
16 H 1.935 1.323 -5.812
17 H 2.868 0.205 -3.414
18 H 0.634 2.070 -2.946
19 H 2.633 2.496 -4.477
20 O -1.327 -2.521 3.297
21 S -1.560 -1.094 3.384
22 O -2.560 -0.625 4.341
23 N -1.823 -0.470 1.878
24 C -0.971 0.446 1.456
25 S -1.743 1.331 0.127
26 C 0.139 0.664 2.415
27 C 1.308 1.442 2.406
28 C 2.166 1.434 3.518
29 C 1.912 0.617 4.623
30 C 0.775 -0.196 4.630
31 C -0.076 -0.160 3.532
32 H 1.532 2.047 1.537
33 H 3.049 2.072 3.535
34 H 2.586 0.607 5.476
35 H 0.536 -0.853 5.458

Summary:
Kohn-Sham gap (spin up / spin down) ... 0.2050 / 0.2023 Eh
Energy relative to the best compared isomer or geometry (same formula, charge and spin) ... 199.5 kJ/mol
Net charge ... 0
2S+1 ... 4
Lowest unoccupied orbital energy (spin up / spin down) ... -1.70 / -1.97 eV
Calculated total energy ... -45680.4423 eV
Maximum force ... 9.549 eV/A
Highest occupied orbital energy (spin up / spin down) ... -0.267 / -0.275 Eh

# 3
Formula: C3H6BeO3
Source: OMol25
Level of theory: ωB97M-V/def2-TZVPD

Atoms and positions in Å:
1 C -0.032 -1.668 -0.585
2 O 0.257 -0.294 -0.355
3 C -0.704 0.447 0.387
4 C -0.473 1.803 -0.058
5 O 0.693 2.128 -0.422
6 H 0.866 -2.075 -1.060
7 H -0.203 -2.226 0.344
8 H -0.962 -1.712 -1.168
9 H 0.173 0.282 1.633
10 H -1.337 2.463 -0.221
11 Be 1.591 0.483 -0.072
12 O 1.868 0.269 1.332
13 H -1.736 0.100 0.244

Summary:
Kohn-Sham gap ... 0.2941 Eh
Net charge ... 0
Lowest unoccupied orbital energy ... -0.20 eV
Calculated total energy ... -9749.1487 eV
Maximum force ... 2.944 eV/A
Highest occupied orbital energy ... -0.301 Eh

# 4
Formula: C21H36Cl2N3O4Yb
Source: OMol25
Level of theory: ωB97M-V/def2-TZVPD

Atoms and positions in Å:
1 O 1.327 0.936 -2.175
2 C 0.904 1.107 -3.327
3 C 1.483 2.135 -4.226
4 C 2.033 3.310 -3.676
5 H 1.939 3.475 -2.597
6 C 2.712 4.199 -4.510
7 H 3.130 5.117 -4.085
8 C 2.826 3.942 -5.887
9 H 3.342 4.656 -6.534
10 C 2.287 2.760 -6.425
11 H 2.395 2.544 -7.489
12 C 1.626 1.857 -5.596
13 H 1.204 0.921 -5.973
14 H 0.191 0.376 -3.744
15 C -2.132 1.803 -3.729
16 C -2.770 0.720 -3.035
17 H -2.918 2.454 -4.150
18 H -1.536 1.416 -4.572
19 H -1.492 2.424 -3.077
20 C -2.898 -0.278 -2.213
21 C -4.235 -0.822 -1.709
22 H -2.048 -0.881 -1.822
23 H -5.066 -0.453 -2.322
24 H -4.406 -0.536 -0.661
25 H -4.211 -1.919 -1.743
26 Yb 1.287 0.059 -0.180
27 Cl 0.023 2.495 -0.013
28 Cl 0.131 -1.708 -1.965
29 C -1.207 0.364 1.818
30 O -0.272 -0.410 1.526
31 N -1.987 0.257 2.890
32 C -1.863 -0.905 3.764
33 C -2.900 1.320 3.298
34 H -1.434 1.238 1.177
35 H -1.121 -1.593 3.346
36 H -2.839 -1.404 3.847
37 H -1.557 -0.586 4.770
38 H -2.835 2.118 2.553
39 H -2.614 1.713 4.282
40 H -3.926 0.939 3.349
41 H 1.009 -5.018 1.194
42 H 2.665 -5.730 -1.141
43 C 0.704 -4.251 0.470
44 C 2.111 -4.861 -1.514
45 N 1.812 -3.946 -0.426
46 H 0.394 -3.342 0.996
47 C 2.467 -2.790 -0.342
48 O 2.305 -1.941 0.572
49 H 2.729 -4.314 -2.240
50 H 3.148 -2.558 -1.181
51 H -0.124 -4.652 -0.124
52 H 1.174 -5.195 -1.977
53 C 4.507 0.061 4.051
54 N 4.289 0.032 2.614
55 C 5.114 -0.829 1.789
56 C 3.389 0.804 1.980
57 C 2.513 1.696 2.812
58 O 3.302 0.722 0.722
59 H 5.183 0.883 4.345
60 H 4.952 -0.899 4.339
61 H 3.549 0.204 4.572
62 H 4.482 -1.468 1.163
63 H 5.756 -0.233 1.120
64 H 5.730 -1.428 2.461
65 H 3.141 2.372 3.404
66 H 1.857 2.276 2.153
67 H 1.873 1.111 3.489

Summary:
Kohn-Sham gap (spin up / spin down) ... 0.2145 / 0.2142 Eh
Energy relative to the best compared isomer or geometry (same formula, charge and spin) ... 0.0 kJ/mol
Net charge ... 0
2S+1 ... 2
Lowest unoccupied orbital energy (spin up / spin down) ... 0.31 / 0.30 eV
Calculated total energy ... -91598.0995 eV
Maximum force ... 3.462 eV/A
Highest occupied orbital energy (spin up / spin down) ... -0.203 / -0.203 Eh

# 5
Formula: C7H16Br
Source: OMol25
Level of theory: ωB97M-V/def2-TZVPD

Atoms and positions in Å:
1 Br -1.241 4.879 0.491
2 H -1.603 3.763 -0.267
3 C -0.208 -1.002 0.343
4 C 0.085 -0.728 1.755
5 C -1.602 -1.275 -0.102
6 C -2.684 -0.774 0.849
7 C 0.755 -0.634 -0.725
8 C 1.800 0.457 -0.441
9 C 2.733 0.546 -1.633
10 H 0.529 -1.538 2.360
11 H 0.779 0.124 1.746
12 H -0.866 -0.460 2.216
13 H -1.672 -0.689 -1.061
14 H -1.823 -2.338 -0.381
15 H -3.650 -1.060 0.429
16 H -2.641 -1.199 1.848
17 H -2.641 0.311 0.900
18 H 1.283 -1.536 -1.122
19 H 0.104 -0.261 -1.547
20 H 1.248 1.402 -0.286
21 H 2.393 0.268 0.469
22 H 3.558 1.244 -1.423
23 H 3.182 -0.423 -1.916
24 H 2.182 0.923 -2.502

Summary:
Kohn-Sham gap (spin up / spin down) ... 0.2738 / 0.4258 Eh
Energy relative to the best compared isomer or geometry (same formula, charge and spin) ... 69.2 kJ/mol
Net charge ... 0
2S+1 ... 2
Lowest unoccupied orbital energy (spin up / spin down) ... 0.58 / 0.56 eV
Calculated total energy ... -77559.1392 eV
Maximum force ... 1.041 eV/A
Highest occupied orbital energy (spin up / spin down) ... -0.252 / -0.405 Eh

# 6
Formula: C4H9N2O3
Source: OMol25
Level of theory: ωB97M-V/def2-TZVPD

Atoms and positions in Å:
1 C 1.023 0.358 -0.753
2 C -0.143 -0.246 -0.338
3 C -2.399 0.043 0.839
4 C -1.513 0.471 -0.374
5 N 2.494 -1.273 -0.033
6 N 2.320 -0.047 -0.602
7 O 2.714 1.389 1.185
8 O -0.189 -1.659 -0.125
9 O -1.356 1.886 -0.445
10 H 1.161 1.382 -1.238
11 H -3.349 0.323 0.465
12 H -2.077 0.752 1.545
13 H -2.297 -0.974 0.951
14 H -1.935 -0.021 -1.248
15 H 3.410 -1.435 0.343
16 H 1.974 -1.184 0.876
17 H 0.624 -1.972 -0.551
18 H -0.463 2.206 -0.497

Summary:
Kohn-Sham gap (spin up / spin down) ... 0.2178 / 0.2451 Eh
Energy relative to the best compared isomer or geometry (same formula, charge and spin) ... 647.8 kJ/mol
Net charge ... -1
Lowest unoccupied orbital energy (spin up / spin down) ... 3.59 / 3.51 eV
Calculated total energy ... -13410.6517 eV
Maximum force ... 4.214 eV/A
Highest occupied orbital energy (spin up / spin down) ... -0.086 / -0.116 Eh